A structure of composition C37H34N7PdS3Se, computed with ωB97M-V/def2-TZVPD.

The charge is +1. The total energy comes out at -5536.98290 Ha. The calculation puts the HOMO-LUMO gap (spin up / spin down) at 6.3366 / 6.3286 eV.

Cartesian coordinates (Å):
Pd  0.2557  1.1489  0.3827
N  1.5860  -0.2348  -0.3104
S  2.9754  -0.1510  0.1647
N  3.3635  -0.7001  1.6865
S  3.0006  0.0492  2.9849
N  1.6251  0.6932  3.1964
S  0.1534  -0.0336  3.1638
N  -0.6056  -0.0626  1.9073
C  -0.5904  0.8734  4.4927
C  0.1328  1.5379  5.4756
C  -0.5556  2.2241  6.4640
C  -1.9446  2.2442  6.4566
C  -2.6541  1.5880  5.4613
C  -1.9792  0.8974  4.4656
C  0.4012  -1.6717  3.8100
C  0.5939  -2.6515  2.8411
C  0.7712  -3.9636  3.2504
C  0.7441  -4.2824  4.6033
C  0.5380  -3.2939  5.5560
C  0.3590  -1.9746  5.1632
C  4.0811  1.4256  3.2927
C  3.5875  2.7197  3.3217
C  4.4810  3.7567  3.5629
C  5.8231  3.4880  3.7819
C  6.2969  2.1799  3.7483
C  5.4266  1.1361  3.4955
C  3.4408  -1.1274  4.2321
C  3.4206  -0.6776  5.5482
C  3.8050  -1.5480  6.5507
C  4.1990  -2.8437  6.2304
C  4.2091  -3.2741  4.9130
C  3.8324  -2.4107  3.8915
C  4.0293  -1.2192  -0.7573
C  4.7675  -0.7298  -1.8220
C  5.4887  -1.6282  -2.5966
C  5.4534  -2.9835  -2.3089
C  4.6877  -3.4598  -1.2507
C  3.9642  -2.5782  -0.4674
C  3.7645  1.4413  0.1008
C  2.9621  2.5167  -0.2418
C  3.5028  3.7956  -0.2505
C  4.8426  3.9760  0.0535
C  5.6487  2.8855  0.3713
C  5.1131  1.6108  0.4011
H  1.2115  1.5398  5.4532
H  -0.0083  2.7546  7.2319
H  -2.4764  2.7890  7.2254
H  -3.7349  1.6254  5.4495
H  -2.5110  0.4078  3.6603
H  0.5798  -2.3799  1.7919
H  0.9119  -4.7419  2.5118
H  0.8672  -5.3110  4.9163
H  0.5012  -3.5506  6.6064
H  0.1856  -1.2008  5.8991
H  2.5374  2.9090  3.1482
H  4.1188  4.7757  3.5842
H  6.5079  4.3012  3.9829
H  7.3452  1.9755  3.9201
H  5.7854  0.1142  3.4643
H  3.1246  0.3360  5.7845
H  3.8013  -1.2172  7.5804
H  4.5040  -3.5202  7.0178
H  4.5167  -4.2826  4.6722
H  3.8404  -2.7195  2.8573
H  4.7775  0.3257  -2.0573
H  6.0723  -1.2635  -3.4309
H  6.0177  -3.6769  -2.9179
H  4.6491  -4.5203  -1.0413
H  3.3497  -2.9343  0.3480
H  1.9253  2.3780  -0.5415
H  2.8777  4.6389  -0.5100
H  5.2680  4.9707  0.0322
H  6.6960  3.0335  0.5995
H  5.7292  0.7588  0.6601
N  -1.7194  -0.9140  -0.8757
N  -1.4543  0.4687  -1.1376
H  -2.7193  -1.0846  -0.9236
H  -1.4317  -1.0832  0.0846
H  -2.2379  1.0687  -0.8835
H  -1.2797  0.5780  -2.1293
Se  -3.6121  3.3685  0.3069
C  -1.9128  3.0451  0.5857
N  -0.7710  2.8032  0.7667

A structure of composition C35H46BN10OsS3SeTe in a non-equilibrium geometry, computed with ωB97M-V/def2-TZVPD.

The charge is +3. The total energy comes out at -5887.69306 Ha. As for the expectation value of S²: 6.026. The multiplicity is 5. The calculation puts the HOMO-LUMO gap (spin up / spin down) at 6.3985 / 3.6635 eV.

Cartesian coordinates (Å):
Os  0.3715  0.2792  -0.3937
C  1.2668  2.3917  3.9113
C  0.0844  1.7773  4.6629
C  -1.2062  2.5773  4.4551
C  0.3949  1.7600  6.1572
N  -0.1073  0.3684  4.1837
C  0.0392  -0.7346  4.9941
C  -0.1842  -1.8292  4.2371
N  -0.4580  -1.4151  2.9567
B  -0.8409  -2.4770  1.8859
N  -1.9641  -1.9344  0.9580
C  -3.2105  -1.7184  1.4958
C  -4.0724  -1.5170  0.4816
N  -3.3714  -1.6213  -0.7039
C  -2.0676  -1.8497  -0.3830
S  -0.6613  -1.8790  -1.3837
C  -4.1188  -1.5776  -2.0147
C  -4.6098  -0.1430  -2.2073
C  -5.2969  -2.5475  -1.8879
C  -3.2972  -1.9975  -3.2275
N  0.4428  -3.0557  1.2133
C  0.5759  -4.4241  1.1578
C  1.8633  -4.7121  0.8967
N  2.5544  -3.5215  0.7944
C  1.6561  -2.5165  0.9654
S  1.9546  -0.8040  0.9228
C  4.0393  -3.5969  0.5157
C  4.1954  -4.2704  -0.8524
C  4.6554  -4.4614  1.6189
C  4.7683  -2.2608  0.5140
C  -0.4067  -0.0717  2.9366
S  -0.7722  0.9246  1.5530
H  1.4313  3.4042  4.2844
H  1.0789  2.4371  2.8385
H  2.1765  1.8153  4.0819
H  -1.1142  3.5403  4.9582
H  -2.0542  2.0504  4.8938
H  -1.4102  2.7608  3.4042
H  0.5282  2.7884  6.4875
H  1.3157  1.2223  6.3825
H  -0.4306  1.3366  6.7298
H  0.2659  -0.6725  6.0409
H  -0.1748  -2.8696  4.5110
H  -1.3253  -3.3940  2.4743
H  -3.3954  -1.7563  2.5558
H  -5.1262  -1.3116  0.5285
H  -5.2668  0.1695  -1.3945
H  -5.1695  -0.0755  -3.1396
H  -3.7623  0.5446  -2.2615
H  -5.9629  -2.2851  -1.0676
H  -4.9370  -3.5657  -1.7377
H  -5.8854  -2.5221  -2.8036
H  -2.5671  -1.2420  -3.5076
H  -3.9826  -2.1251  -4.0658
H  -2.7940  -2.9494  -3.0750
H  -0.2548  -5.0869  1.3220
H  2.3304  -5.6746  0.8042
H  3.8764  -5.3111  -0.8245
H  5.2421  -4.2530  -1.1537
H  3.6057  -3.7504  -1.6105
H  4.2613  -5.4763  1.6177
H  4.4872  -4.0182  2.6011
H  5.7305  -4.5268  1.4578
H  4.4353  -1.6033  -0.2819
H  5.8254  -2.4666  0.3483
H  4.6780  -1.7482  1.4700
Se  -0.1849  2.7836  -7.6359
N  0.8880  1.6487  -6.8424
C  0.5781  1.6241  -5.5696
C  1.2513  0.8074  -4.5843
C  2.3038  -0.0623  -4.8904
C  2.8805  -0.7926  -3.8748
C  2.4114  -0.6390  -2.5759
N  1.4070  0.1752  -2.2651
C  0.8157  0.8848  -3.2569
C  -0.3084  1.7189  -2.8794
N  -0.7136  1.6565  -1.5841
C  -1.7494  2.4060  -1.2018
C  -2.4245  3.2543  -2.0693
C  -2.0327  3.3202  -3.3906
C  -0.9603  2.5307  -3.8159
C  -0.5033  2.4906  -5.1861
N  -1.0350  3.1927  -6.1570
H  2.6380  -0.1501  -5.9160
H  3.6893  -1.4823  -4.0693
H  2.8566  -1.1822  -1.7540
H  -2.0681  2.3038  -0.1721
H  -3.2630  3.8318  -1.7058
H  -2.5376  3.9466  -4.1150
C  -0.4194  6.9869  0.9792
Te  0.9233  5.3343  0.9634
C  2.2336  6.1741  -0.4926
H  0.0747  7.8321  1.4584
H  -1.3001  6.7024  1.5495
H  -0.6786  7.2347  -0.0480
H  1.6332  6.6786  -1.2463
H  2.8256  5.3752  -0.9323
H  2.8967  6.8873  -0.0024

A cluster of 2 separate species, C3H6O3 in total, computed with ωB97M-V/def2-TZVPD.

Its SMILES is O=C=O.CCO. The total energy comes out at -343.65231 Ha. The calculation puts the HOMO-LUMO gap at 11.1519 eV.

Cartesian coordinates (Å):
O  0.7804  -0.5776  -0.9713
C  0.8742  0.5325  -0.0862
C  0.5389  0.1733  1.3512
O  -1.9562  0.7084  -1.5030
C  -1.9003  -0.4531  -1.4249
O  -1.9006  -1.6165  -1.3316
H  0.4478  -1.3421  -0.4860
H  0.1899  1.3106  -0.4456
H  1.8928  0.9340  -0.1479
H  0.6264  1.0510  1.9992
H  1.2178  -0.5992  1.7302
H  -0.4899  -0.1999  1.4349

A structure of composition C2H3ClN2O in a non-equilibrium geometry, computed with ωB97M-V/def2-TZVPD.

The total energy comes out at -722.91338 Ha. The calculation puts the HOMO-LUMO gap at 11.3235 eV.

Cartesian coordinates (Å):
C  0.5241  0.6812  -0.6803
C  -0.3011  -0.6775  0.5400
N  -0.7917  0.0561  -0.9233
N  0.9112  -0.0501  0.4288
O  1.1398  1.4739  -1.2917
Cl  -1.3350  -0.2441  1.9607
H  -0.3773  -1.6638  0.2538
H  -1.6975  0.5221  -0.9762
H  1.9274  -0.0977  0.6880

A structure of composition C18H8Cl7MoNSe, computed with ωB97M-V/def2-TZVPD.

The total energy comes out at -6436.44056 Ha. As for the expectation value of S²: 2.021. The multiplicity is 3. The calculation puts the HOMO-LUMO gap (spin up / spin down) at 7.5616 / 5.5069 eV.

Cartesian coordinates (Å):
Mo  0.6549  -0.4162  0.5885
Cl  -3.0883  -2.5567  -0.4276
C  -1.5015  -2.4908  -1.1134
C  -0.5203  -1.6704  -0.5805
C  0.7137  -1.5799  -1.1116
Cl  2.2492  -1.5094  1.8238
C  1.1092  -2.3212  -2.2156
Cl  2.6944  -2.1892  -2.8741
C  0.1580  -3.1646  -2.7660
Cl  0.5528  -4.1303  -4.1334
C  -1.1522  -3.2491  -2.2162
Cl  -2.3007  -4.3123  -2.9309
Cl  2.9090  3.3414  1.4029
C  1.4759  3.6583  0.4901
C  1.1687  4.9586  0.1365
C  0.0116  5.2151  -0.5861
C  -0.8340  4.1793  -0.9463
C  -0.5114  2.8828  -0.5864
Cl  -1.5811  1.5942  -1.0130
C  0.6487  2.5835  0.1314
N  0.9717  1.2998  0.4994
H  1.8350  5.7578  0.4292
H  -0.2344  6.2308  -0.8660
H  -1.7412  4.3662  -1.5036
Se  -1.3056  -0.5859  2.2671
C  -0.6144  -0.2144  3.9617
C  -1.3780  -0.6129  5.0697
C  -0.9262  -0.3432  6.3468
C  0.2736  0.3382  6.5254
C  1.0258  0.7487  5.4301
C  0.5934  0.4714  4.1472
H  -2.3150  -1.1329  4.9164
H  -1.5076  -0.6597  7.2025
H  0.6228  0.5525  7.5275
H  1.9553  1.2829  5.5762
H  1.1786  0.7809  3.2919

An isolated molecule of C19H22N4O2S in a non-equilibrium geometry, computed with ωB97M-V/def2-TZVPD.

Its SMILES is C/C=C/Cn1c(SCCCc2ccccc2)nc2c1c(=O)[nH]c(=O)n2C. The total energy comes out at -1504.97366 Ha. The calculation puts the HOMO-LUMO gap at 8.4840 eV.

Cartesian coordinates (Å):
C  2.9290  -1.1745  4.1562
C  2.9522  -0.7195  2.7381
C  1.9537  -0.1014  2.1293
C  2.0105  0.3113  0.6857
N  1.2874  -0.6321  -0.1366
C  -0.0353  -0.6495  -0.4037
N  -0.4093  -1.6845  -1.1457
C  0.7286  -2.3795  -1.3533
C  1.8082  -1.7612  -0.7344
C  3.1327  -2.2899  -0.8083
O  4.1590  -1.8527  -0.3287
N  3.1289  -3.4674  -1.5602
C  2.0880  -4.1215  -2.1929
O  2.2690  -5.1447  -2.8130
N  0.8488  -3.5316  -2.0689
C  -0.3113  -4.1295  -2.6903
H  -1.0432  -4.3947  -1.9273
H  0.0196  -5.0196  -3.2214
H  -0.7637  -3.4198  -3.3826
H  4.0298  -3.9200  -1.6693
S  -1.0920  0.5900  0.1757
C  -2.5902  0.1431  -0.7770
C  -3.8151  0.8834  -0.2650
H  -3.8301  0.8381  0.8256
H  -4.7031  0.3653  -0.6359
C  -3.8727  2.3469  -0.7227
C  -2.6929  3.1372  -0.2302
C  -1.6953  3.5510  -1.1029
C  -0.5867  4.2340  -0.6354
C  -0.4632  4.5150  0.7139
C  -1.4602  4.1217  1.5903
C  -2.5676  3.4408  1.1203
H  -3.3442  3.1383  1.8085
H  -1.3731  4.3457  2.6434
H  0.4050  5.0421  1.0812
H  0.1840  4.5448  -1.3259
H  -1.7834  3.3318  -2.1581
H  -4.7957  2.7900  -0.3409
H  -3.9089  2.3783  -1.8137
H  -2.6955  -0.9344  -0.6636
H  -2.3878  0.3753  -1.8220
H  3.0449  0.3181  0.3367
H  1.5519  1.2958  0.5467
H  1.0196  0.0979  2.6371
H  3.8646  -0.9227  2.1921
H  3.0950  -2.2502  4.2043
H  3.7315  -0.6947  4.7152
H  1.9786  -0.9405  4.6297